Entry 1:
C33H44Cl2N7O8P2Tl | ωB97M-V with the def2-TZVPD basis set

* highest occupied orbital energy: -0.1 eV
* multiplicity: 1
* HOMO-LUMO gap: 3.78 eV
* net charge: -2

CARTESIAN COORDINATES (ANGSTROEM)
Tl -0.29 0.05 0.78
C 5.64 -2.67 1.37
N 4.47 -3.09 0.62
C 3.83 -4.27 1.19
P 3.39 -2.03 -0.05
O 2.22 -1.66 0.76
O 4.44 -0.83 -0.37
P 4.35 0.45 -1.34
O 3.41 0.24 -2.45
N 5.90 0.63 -1.91
C 7.02 0.78 -1.02
C 6.23 0.33 -3.29
N 4.18 1.69 -0.29
C 3.24 1.61 0.84
C 4.15 3.01 -0.92
N 2.93 -2.70 -1.48
C 1.60 -2.42 -2.02
C 3.94 -2.97 -2.49
H 6.36 -3.50 1.39
H 5.39 -2.41 2.41
H 6.11 -1.82 0.90
H 4.51 -5.12 1.14
H 2.93 -4.51 0.63
H 3.53 -4.10 2.23
H 6.67 1.00 -0.01
H 7.66 1.61 -1.34
H 7.63 -0.13 -0.99
H 5.31 0.19 -3.85
H 6.84 -0.58 -3.37
H 6.80 1.16 -3.73
H 3.26 0.63 1.30
H 2.22 1.82 0.52
H 3.51 2.35 1.59
H 4.87 3.07 -1.73
H 4.40 3.76 -0.16
H 3.15 3.24 -1.30
H 0.90 -2.18 -1.22
H 1.24 -3.31 -2.54
H 1.63 -1.57 -2.71
H 4.88 -3.25 -2.02
H 4.10 -2.09 -3.13
H 3.61 -3.79 -3.13
Cl -2.53 -4.21 3.74
C -3.06 -2.55 3.87
C -4.08 -2.25 4.76
C -4.53 -0.97 4.93
Cl -5.83 -0.66 6.08
C -3.96 0.09 4.20
C -4.33 1.45 4.33
C -3.70 2.40 3.58
C -2.70 2.00 2.67
N -2.34 0.75 2.53
C -2.93 -0.21 3.27
C -2.40 -1.58 3.07
O -1.46 -1.81 2.28
H -4.52 -3.06 5.34
H -5.11 1.72 5.03
H -3.95 3.45 3.67
H -2.17 2.73 2.07
O -2.65 0.57 -1.42
N -2.94 0.20 -2.57
N -2.13 -0.70 -3.10
O -1.07 -1.20 -2.53
C -2.44 -1.07 -4.42
C -1.61 -2.00 -5.04
C -1.84 -2.37 -6.36
C -2.89 -1.83 -7.08
C -3.72 -0.90 -6.45
C -3.51 -0.51 -5.14
H -0.79 -2.40 -4.45
H -1.18 -3.10 -6.82
H -3.07 -2.12 -8.10
H -4.55 -0.46 -6.99
H -4.14 0.22 -4.66
C 1.17 -0.29 3.97
C 0.81 0.88 3.01
O 1.09 2.00 3.44
H 1.67 0.08 4.87
H 1.81 -1.00 3.43
H 0.26 -0.84 4.22
C -1.67 4.37 -1.05
C -0.53 3.43 -1.40
O 0.38 3.27 -0.62
C -0.58 2.73 -2.71
C -1.56 3.01 -3.66
C -1.59 2.32 -4.86
C -0.63 1.35 -5.12
C 0.34 1.06 -4.17
C 0.37 1.74 -2.97
H -1.50 4.75 -0.04
H -2.62 3.84 -1.10
H -1.70 5.21 -1.75
H -2.32 3.75 -3.45
H -2.37 2.53 -5.59
H -0.67 0.78 -6.04
H 1.05 0.26 -4.34
H 1.10 1.48 -2.22

Atom-resolved charges from Löwdin, all expressed in e: 0.833 -0.111 -0.301 -0.112 0.465 -0.309 -0.268 0.463 -0.249 -0.307 -0.121 -0.116 -0.286 -0.082 -0.099 -0.284 -0.089 -0.117 0.077 0.089 0.061 0.076 0.081 0.088 0.077 0.078 0.078 0.069 0.079 0.077 0.063 0.049 0.090 0.073 0.083 0.081 0.050 0.085 0.065 0.073 0.066 0.079 0.610 -0.598 -0.173 -0.637 0.585 -0.190 -0.053 -0.067 -0.136 0.070 -0.128 -0.442 -0.162 0.089 0.074 0.091 0.107 -0.180 -0.073 -0.276 -0.182 -0.203 -0.030 -0.116 -0.142 -0.122 -0.050 0.097 0.089 0.079 0.087 0.095 -0.141 -0.508 -0.162 0.042 0.036 0.044 -0.019 -0.402 0.040 -0.164 -0.047 -0.095 -0.094 -0.064 -0.008 0.077 0.087 0.076 0.100 0.096 0.101 0.100 0.095


Entry 2:
C33H44CrN4P2 | ωB97M-V with the def2-TZVPD basis set

* highest occupied orbital energy (spin up / spin down): -6.4 / -7.2 eV
* multiplicity: 5
* HOMO-LUMO gap (spin up / spin down): 6.63 / 7.07 eV
* net charge: 0

CARTESIAN COORDINATES (ANGSTROEM)
Cr 0.12 0.87 -1.26
C -1.87 1.68 -6.63
C -1.95 0.37 -6.36
C -1.08 -0.70 -6.94
C 0.44 -0.39 -7.16
C 1.10 0.43 -6.09
C 0.84 1.70 -5.79
C 0.44 2.71 -6.82
C -0.88 2.32 -7.55
C 1.46 2.04 -0.17
H -2.64 2.36 -6.27
H -2.84 -0.01 -5.86
H -1.47 -1.02 -7.93
H -1.18 -1.59 -6.29
H 0.97 -1.35 -7.24
H 0.55 0.08 -8.15
H 1.97 -0.07 -5.64
H 1.02 2.11 -4.78
H 1.23 2.85 -7.58
H 0.31 3.68 -6.32
H -1.31 3.22 -8.01
H -0.63 1.63 -8.38
H 0.73 2.56 0.49
H 2.08 2.77 -0.69
H 2.09 1.39 0.46
P 1.60 -0.34 -2.40
P -1.33 -0.95 -1.61
N 2.71 0.71 -3.16
N 2.60 -1.47 -1.57
N -2.29 0.42 -2.13
N -2.58 -1.92 -0.99
C 0.63 -1.30 -3.61
C -0.69 -1.87 -3.04
C 2.51 2.10 -3.19
C 3.60 2.68 -3.81
C 4.52 1.63 -4.12
C 3.95 0.43 -3.74
C 3.51 -1.15 -0.55
C 4.28 -2.27 -0.29
C 3.85 -3.32 -1.16
C 2.81 -2.80 -1.93
C -1.66 1.69 -1.74
C -1.97 2.60 -2.80
C -2.85 1.97 -3.68
C -2.98 0.62 -3.29
C -3.71 -2.30 -1.72
C -4.65 -2.80 -0.83
C -4.09 -2.70 0.49
C -2.82 -2.16 0.36
H 1.26 -2.09 -4.05
H 0.39 -0.64 -4.46
H -1.48 -1.92 -3.81
H -0.52 -2.89 -2.66
H 1.59 2.53 -2.81
H 3.68 3.73 -4.05
H 5.49 1.76 -4.60
H 4.28 -0.59 -3.85
H 3.49 -0.18 -0.08
H 5.08 -2.34 0.45
H 4.24 -4.32 -1.21
H 2.17 -3.27 -2.66
H -1.81 2.01 -0.69
H -1.58 3.60 -2.85
H -3.34 2.40 -4.53
H -3.57 -0.16 -3.75
H -3.72 -2.22 -2.80
H -5.62 -3.17 -1.08
H -4.57 -3.00 1.41
H -2.07 -1.89 1.08
C 0.74 -1.02 3.64
C -0.49 -0.28 3.10
C -1.78 -1.03 3.45
C -0.54 1.09 3.81
C -0.42 -0.13 1.64
C -0.45 -0.07 0.40
H 0.64 -1.17 4.73
H 1.64 -0.43 3.47
H 0.87 -2.01 3.18
H -1.91 -1.07 4.54
H -2.65 -0.52 3.02
H -1.77 -2.06 3.07
H 0.40 1.62 3.69
H -1.37 1.70 3.43
H -0.71 0.91 4.88

Atom-resolved charges from Löwdin, all expressed in e: 0.187 -0.118 -0.119 -0.173 -0.184 -0.149 -0.106 -0.165 -0.181 -0.239 0.085 0.090 0.122 0.095 0.111 0.100 0.100 0.079 0.124 0.109 0.112 0.098 -0.011 -0.028 -0.028 0.943 0.945 -0.221 -0.210 -0.170 -0.213 -0.336 -0.322 -0.193 -0.081 -0.080 -0.124 -0.100 -0.082 -0.090 -0.137 -0.298 -0.030 -0.083 -0.106 -0.129 -0.085 -0.074 -0.108 0.082 0.044 0.071 0.094 0.085 0.097 0.093 0.109 0.099 0.095 0.093 0.090 0.136 0.110 0.086 0.104 0.091 0.089 0.093 0.056 -0.053 -0.632 -0.071 -0.057 -0.090 -0.211 0.083 0.085 0.088 0.085 0.093 0.078 0.086 0.088 0.082


Entry 3:
C33H45CrGeN5O3S2 | ωB97M-V with the def2-TZVPD basis set

* highest occupied orbital energy (spin up / spin down): 0.4 / -1.9 eV
* multiplicity: 5
* HOMO-LUMO gap (spin up / spin down): 3.91 / 6.22 eV
* net charge: -2

CARTESIAN COORDINATES (ANGSTROEM)
Cr 1.02 -1.34 -0.11
C 3.74 -1.42 -1.88
C 3.19 -0.57 -0.76
N 3.09 -1.17 0.38
N 3.25 -0.41 1.54
C 2.50 -0.80 2.52
S 1.21 -1.92 2.45
S 2.78 0.04 4.09
C 2.66 1.77 3.53
C 1.33 2.37 3.94
C 1.19 3.14 5.09
C -0.05 3.64 5.46
C -1.17 3.38 4.67
C -1.04 2.60 3.53
C 0.21 2.09 3.17
C 3.02 0.89 -0.85
C 3.82 1.73 -1.62
C 3.63 3.10 -1.64
C 2.58 3.63 -0.89
C 1.74 2.83 -0.15
C 1.90 1.42 -0.13
O 1.04 0.65 0.47
H 4.33 -2.22 -1.44
H 2.96 -1.88 -2.48
H 4.36 -0.81 -2.53
H 3.51 2.33 3.92
H 2.75 1.71 2.45
H 2.07 3.34 5.70
H -0.15 4.24 6.36
H -2.14 3.78 4.96
H -1.90 2.38 2.92
H 0.31 1.46 2.29
H 4.65 1.30 -2.18
H 4.27 3.74 -2.23
H 2.42 4.71 -0.89
H 0.91 3.25 0.41
C -2.94 -2.88 0.40
C -1.46 -2.93 0.15
O -0.87 -1.75 0.21
C -0.81 -4.16 -0.08
C -1.47 -5.41 0.13
C -0.86 -6.63 -0.14
C 0.44 -6.65 -0.62
C 1.13 -5.44 -0.82
C 0.56 -4.21 -0.56
O 1.24 -3.11 -0.83
H -3.30 -1.89 0.13
H -3.20 -3.06 1.46
H -3.48 -3.63 -0.20
H -2.48 -5.40 0.53
H -1.40 -7.55 0.04
H 0.93 -7.60 -0.85
H 2.15 -5.44 -1.19
C -0.89 -0.89 -4.84
Ge 0.71 -1.28 -3.75
C 1.00 -3.20 -3.97
C 2.12 -0.34 -4.74
C 0.38 -0.59 -1.98
H -0.73 -1.15 -5.89
H -1.13 0.18 -4.77
H -1.75 -1.45 -4.46
H 0.83 -3.47 -5.02
H 0.31 -3.76 -3.34
H 2.01 -3.49 -3.68
H 1.94 -0.44 -5.82
H 3.12 -0.73 -4.53
H 2.11 0.73 -4.48
H -0.70 -0.67 -1.86
H 0.60 0.48 -2.04
C -2.70 3.25 -1.44
N -3.17 2.98 -0.09
C -3.06 4.15 0.77
C -2.69 1.76 0.46
N -1.89 1.03 -0.20
N -3.16 1.51 1.76
C -4.61 1.46 1.91
C -2.48 0.43 2.47
H -3.27 4.09 -1.83
H -2.85 2.37 -2.07
H -1.63 3.49 -1.46
H -2.04 4.58 0.74
H -3.29 3.90 1.80
H -3.76 4.92 0.43
H -1.66 0.14 0.23
H -5.08 2.26 1.34
H -4.87 1.58 2.97
H -5.02 0.50 1.57
H -2.86 -0.56 2.20
H -2.62 0.57 3.55
H -1.41 0.45 2.26

Atom-resolved charges from Löwdin, all expressed in e: 0.654 -0.015 -0.326 -0.054 -0.059 -1.124 0.620 0.825 -0.423 -0.287 -0.068 -0.115 -0.102 -0.088 -0.019 -0.120 -0.054 -0.133 -0.117 -0.017 -0.383 -0.199 0.088 0.027 0.065 0.067 0.057 0.100 0.084 0.088 0.053 0.090 0.098 0.075 0.086 0.101 -0.057 -0.370 -0.275 -0.122 -0.074 -0.165 -0.152 -0.055 -0.344 -0.213 0.066 0.079 0.065 0.078 0.072 0.070 0.100 -0.245 0.732 -0.221 -0.228 -0.305 -0.001 0.007 0.009 0.008 0.018 0.011 0.002 -0.007 0.014 -0.009 0.008 -0.100 -0.181 -0.089 -0.439 0.229 -0.217 -0.077 -0.079 0.072 0.077 0.083 0.087 0.068 0.074 0.027 0.073 0.081 0.085 0.085 0.096 0.071


| no. | largest force on an atom (eV/A) |
| --- | --- |
| 1 | 0.51 |
| 2 | 4.20 |
| 3 | 1.67 |